Entry 1:
ORCA calculation (ωB97M-V/def2-TZVPD) on a molecular structure, C31H50Cl2NOPTl in a non-equilibrium geometry.

```
87
C31H50Cl2NOPTl, DFT ωB97M-V/def2-TZVPD
P -2.3487 -0.2896 -0.2598
C -2.7907 -1.8027 -1.2459
C -4.1628 -2.4521 -0.9925
C -4.2532 -3.7899 -1.7455
C -3.9952 -3.6174 -3.2474
C -2.6493 -2.9266 -3.4992
C -2.5774 -1.5876 -2.7540
C -3.2738 1.1850 -0.8969
C -4.7894 0.9944 -1.0684
C -5.4606 2.3395 -1.3883
C -4.8367 2.9950 -2.6274
C -3.3195 3.1540 -2.4635
C -2.6478 1.8108 -2.1529
C -3.1426 -0.5948 1.3967
C -2.5320 -1.8450 2.0553
C -3.2217 -2.1619 3.3876
C -3.1778 -0.9600 4.3392
C -3.7688 0.2893 3.6771
C -3.0668 0.6097 2.3500
H -2.0160 -2.5070 -0.9090
H -4.9682 -1.7870 -1.3275
H -4.3173 -2.6327 0.0760
H -5.2377 -4.2434 -1.5770
H -3.5065 -4.4791 -1.3276
H -4.0259 -4.5912 -3.7509
H -4.7994 -3.0074 -3.6843
H -1.8320 -3.5718 -3.1496
H -2.4980 -2.7655 -4.5736
H -1.6143 -1.1003 -2.9368
H -3.3566 -0.9191 -3.1432
H -3.1005 1.9095 -0.0892
H -5.3415 3.0097 -0.5252
H -5.2354 0.5591 -0.1666
H -4.9794 0.2933 -1.8912
H -6.5381 2.1932 -1.5336
H -5.3064 3.9679 -2.8165
H -5.0408 2.3668 -3.5069
H -2.8798 3.5877 -3.3698
H -3.1102 3.8509 -1.6401
H -1.5798 1.9539 -1.9844
H -2.7590 1.1410 -3.0131
H -4.2043 -0.7932 1.1928
H -2.5793 -2.7047 1.3793
H -1.4616 -1.6681 2.2261
H -4.2696 -2.4347 3.1958
H -2.7467 -3.0353 3.8509
H -2.1346 -0.7559 4.6148
H -3.7121 -1.1898 5.2691
H -3.6915 1.1509 4.3512
H -4.8401 0.1277 3.4878
H -3.5325 1.4897 1.8955
H -2.0178 0.8740 2.5281
Tl 0.0000 0.0000 0.0000
Cl -0.4618 2.2822 0.6070
Cl 0.3040 -2.3925 -0.0729
C 0.4151 0.0326 -1.7974
H 0.3869 -0.9590 -2.2783
C 0.8024 1.0677 -2.7488
C 0.7411 2.4537 -2.4991
C 1.1200 3.3642 -3.4771
C 1.5790 2.9194 -4.7214
C 1.6503 1.5504 -4.9867
C 1.2614 0.6366 -4.0126
H 0.3810 2.7904 -1.5321
H 1.0619 4.4293 -3.2704
H 2.0055 1.1987 -5.9513
H 1.3090 -0.4310 -4.2138
H 1.8787 3.6371 -5.4801
O 1.7513 0.7001 0.8152
C 2.9106 0.3579 1.0319
C 3.8002 1.3905 1.6779
C 4.3121 0.9632 3.0521
C 5.4443 -0.0627 2.9902
C 5.0869 -1.4205 2.3780
C 4.7089 -1.3546 0.8929
N 3.3560 -0.8770 0.6845
H 4.6458 1.6619 1.0094
H 3.1926 2.3115 1.8292
H 4.7433 1.8661 3.5390
H 3.4716 0.6062 3.6865
H 6.2966 0.3751 2.4236
H 5.7933 -0.2393 4.0308
H 6.0116 -2.0337 2.4536
H 4.2910 -1.9335 2.9604
H 5.4415 -0.7432 0.3232
H 4.7588 -2.3925 0.4953
H 2.7090 -1.5258 0.2276
```

Properties
- energy (Ha) = -2775.42589
- charge = -1

Entry 2:
ORCA calculation (ωB97M-V/def2-TZVPD) on 14 unconnected molecules or ions with the total composition C31H50Cl39FN3 in a non-equilibrium geometry.

```
124
C31H50Cl39FN3, DFT ωB97M-V/def2-TZVPD
C 3.7071 -1.1119 1.7863
C 3.8973 0.3352 1.3395
C 4.5118 1.2627 2.4046
C 5.8322 1.9226 1.9760
C 5.6022 3.3692 1.5256
C 4.9061 3.3133 0.1656
C 4.8515 4.6509 -0.5437
C 3.9550 4.7144 -1.8170
C 2.9844 3.5493 -2.0259
C 3.5925 2.2920 -2.6063
C 2.5576 1.2456 -3.0602
C 2.0347 0.3731 -1.8947
C 1.0289 1.1022 -1.0012
C -0.0615 0.1538 -0.4289
C -1.4954 0.5429 -0.8793
C -2.3403 0.9721 0.2955
N -1.9654 2.1673 1.0926
C -3.0749 2.4270 1.8178
N -3.3028 3.3636 2.6726
N -4.1476 1.5362 1.5225
C -3.8149 1.2614 0.0942
F -3.9633 2.4954 -0.4900
H 4.5164 -1.4693 2.4137
H 2.7413 -1.2382 2.2587
H 3.6898 -1.7461 0.9016
H 4.5286 0.3479 0.4545
H 2.9139 0.6945 1.0510
H 3.7930 2.0627 2.5739
H 4.6146 0.7383 3.3463
H 6.2239 1.3844 1.1176
H 6.5763 1.8383 2.7624
H 4.9601 3.8493 2.2574
H 6.5662 3.8673 1.4660
H 3.9262 2.8773 0.3421
H 5.5090 2.6444 -0.4361
H 4.5908 5.4632 0.1269
H 5.8671 4.8679 -0.8624
H 4.5625 4.8116 -2.7119
H 3.3784 5.6312 -1.7450
H 2.2380 3.8942 -2.7433
H 2.4426 3.3601 -1.1080
H 4.2241 2.5880 -3.4445
H 4.2519 1.7911 -1.9074
H 1.7085 1.6941 -3.5701
H 3.0823 0.5428 -3.7006
H 2.9165 0.0668 -1.3438
H 1.5595 -0.4760 -2.3723
H 1.5314 1.5754 -0.1660
H 0.5568 1.8786 -1.5978
H -0.0467 0.2592 0.6518
H 0.1698 -0.8752 -0.6712
H -1.9626 -0.3540 -1.2709
H -1.4879 1.2802 -1.6773
H -2.2435 0.1647 1.0227
H -1.6642 2.9810 0.5492
H -2.6348 4.0438 3.0245
H -4.2641 3.4661 2.9819
H -4.0277 0.6445 2.0079
H -4.3797 0.4903 -0.4111
C 5.1959 -2.2002 -3.8966
Cl 5.5042 -0.4926 -3.6009
Cl 5.3423 -3.0997 -2.3847
Cl 3.5932 -2.4302 -4.6003
H 5.9293 -2.5744 -4.5989
C 2.0047 -4.7255 1.0295
Cl 3.3363 -4.2500 -0.0270
Cl 0.9153 -3.3506 1.2491
Cl 1.1366 -6.1096 0.3697
H 2.4101 -5.0061 1.9930
C -2.3410 -2.7564 3.8919
Cl -4.0119 -2.7580 3.3283
Cl -1.4454 -4.1040 3.2049
Cl -1.5498 -1.2187 3.4903
H -2.3438 -2.8635 4.9691
C 0.1062 5.6428 1.1093
Cl -0.2760 4.8807 2.6609
Cl 1.4874 6.7093 1.2589
Cl 0.3882 4.3736 -0.0767
H -0.7440 6.2288 0.7838
C -1.1835 -6.6089 6.7435
Cl 0.2045 -6.2622 5.7110
Cl -2.2118 -5.1774 6.9104
Cl -2.1056 -7.9697 6.1126
H -0.8160 -6.8733 7.7259
C -5.5399 1.9575 -3.3254
Cl -7.2114 1.6131 -3.7628
Cl -4.4221 0.9327 -4.2348
Cl -5.1631 3.6604 -3.5701
H -5.4187 1.7354 -2.2742
C -5.4810 -6.1645 2.9796
Cl -4.9297 -6.0240 4.6499
Cl -6.0006 -7.8115 2.6334
Cl -6.7845 -5.0132 2.6541
H -4.6493 -5.9274 2.3281
C -6.5845 2.4589 4.1468
Cl -6.1795 4.1635 4.4040
Cl -6.1821 1.4955 5.5662
Cl -8.2614 2.2522 3.6822
H -5.9823 2.1002 3.3200
C -6.2161 1.2770 -7.8136
Cl -5.0477 2.0250 -8.9025
Cl -7.5040 2.4105 -7.4011
Cl -6.8799 -0.1959 -8.5202
H -5.7011 1.0095 -6.9005
C -7.6090 -7.9867 -1.4190
Cl -7.0519 -6.6237 -0.4449
Cl -6.3043 -8.6067 -2.4322
Cl -8.2610 -9.2608 -0.3890
H -8.4016 -7.6368 -2.0664
C 9.0444 1.6072 -3.1798
Cl 9.6849 1.6707 -1.5388
Cl 8.8066 -0.0620 -3.6956
Cl 7.5279 2.5134 -3.2898
H 9.7633 2.0691 -3.8430
C 6.5891 -6.3847 -0.4648
Cl 6.0733 -6.9114 1.1390
Cl 8.1084 -5.4930 -0.3746
Cl 6.7310 -7.7580 -1.5605
H 5.8311 -5.7192 -0.8571
C -9.0354 2.4071 -0.1391
Cl -7.3996 2.0078 0.4152
Cl -10.1926 1.2218 0.4574
Cl -9.4765 4.0330 0.3720
H -9.0382 2.3754 -1.2210
```

Properties
- energy (Ha) = -19422.51885
- charge = +1

Entry 3:
ORCA calculation (ωB97M-V/def2-TZVPD) on a molecular structure, C31H50Ge2MoN8OS.

```
94
C31H50Ge2MoN8OS, DFT ωB97M-V/def2-TZVPD
Mo 1.5754 -0.2840 -1.6960
C -1.1428 0.6209 -2.7249
C -0.3746 1.9301 -2.8144
N 0.9533 1.8507 -2.1381
C 2.0616 2.3853 -2.9760
C 2.2917 1.4847 -4.1770
N 2.3193 0.0423 -3.7889
C 1.5554 -0.8142 -4.7284
C 0.0661 -0.6151 -4.4964
N -0.2659 -0.5259 -3.0395
H -2.0168 0.6609 -3.3830
H -1.5040 0.4714 -1.7134
H -0.9755 2.7208 -2.3674
H -0.2141 2.2202 -3.8516
H 0.9287 2.3822 -1.2729
H 2.9514 2.4176 -2.3447
H 1.8537 3.4045 -3.3135
H 3.2290 1.7614 -4.6602
H 1.5106 1.6221 -4.9232
H 3.2900 -0.2662 -3.7991
H 1.8427 -1.8453 -4.5317
H 1.8076 -0.5767 -5.7650
H -0.4893 -1.4356 -4.9503
H -0.2838 0.2982 -4.9769
H -0.7361 -1.3841 -2.7711
N 4.7995 -2.9593 -2.7696
C 3.9916 -2.1065 -2.1144
S 2.3183 -2.6184 -1.8577
N 4.4832 -0.9564 -1.7450
N 3.5458 -0.2016 -1.0354
C 4.0058 0.5913 -0.1336
C 3.1866 1.1694 0.9081
C 3.9015 1.9163 1.8640
C 3.3790 2.2225 3.0996
C 2.1311 1.7004 3.4203
C 1.3990 0.9880 2.4900
C 1.8513 0.7628 1.1863
O 1.0194 0.1504 0.3218
H 4.4930 -3.8913 -2.9772
H 5.7840 -2.7497 -2.8264
H 5.0862 0.6999 -0.0675
H 4.9158 2.2100 1.6227
H 3.9502 2.7927 3.8174
H 1.7267 1.8401 4.4157
H 0.4590 0.5527 2.7802
N -0.1962 -6.1550 2.5733
C -0.0523 -6.0299 1.0714
C -0.3762 -4.6212 0.5676
N 0.5012 -3.5542 0.9896
H -0.0400 -7.1169 2.8825
H -1.1286 -5.8813 2.8873
H 0.4846 -5.5634 3.0540
H -0.7074 -6.7829 0.6357
H 0.9824 -6.2925 0.8549
H -1.4115 -4.3610 0.8076
H -0.3266 -4.7099 -0.5206
H 1.4681 -3.6637 0.7120
H 0.4164 -3.2819 1.9592
C -1.5880 4.3636 -0.3698
Ge -1.4786 3.5854 1.4124
C -3.0655 4.0066 2.4629
C 0.1966 4.1075 2.2319
Ge -1.6872 1.1006 1.3001
C -2.9208 0.3287 0.0407
C -3.8537 1.2254 -0.4856
C -4.8833 0.7736 -1.3045
C -4.9549 -0.5669 -1.6417
C -4.0107 -1.4662 -1.1512
C -3.0052 -1.0257 -0.3099
C -1.7621 0.1417 2.9645
C -1.6205 0.8874 4.1407
C -1.6945 0.2773 5.3829
C -1.8757 -1.0947 5.4622
C -1.9993 -1.8506 4.3024
C -1.9428 -1.2419 3.0605
H -1.8894 5.4035 -0.2256
H -2.3266 3.9027 -1.0225
H -0.6137 4.3772 -0.8590
H -2.9437 5.0405 2.7920
H -3.1911 3.3810 3.3435
H -3.9678 3.9439 1.8561
H 0.2630 5.1951 2.1693
H 1.0503 3.6728 1.7135
H 0.2514 3.8223 3.2809
H -3.8072 2.2825 -0.2473
H -5.6191 1.4699 -1.6837
H -5.7495 -0.9178 -2.2866
H -4.0768 -2.5115 -1.4243
H -2.2749 -1.7347 0.0613
H -1.4530 1.9579 4.0959
H -1.6073 0.8673 6.2850
H -1.9286 -1.5752 6.4300
H -2.1719 -2.9167 4.3836
H -2.0723 -1.8384 2.1689
```

Properties
- charge = +3
- <S²> = 3.771
- energy above the lowest of the compared OMol25 structures with the same formula, charge and spin (kcal/mol) = 24.3
- multiplicity = 4